[1]
Here is 2 unconnected molecules or ions with the total composition C5H4F3NO3 in a non-equilibrium geometry from OMol25. Energies are from ωB97M-V/def2-TZVPD.

Results
ΔE to the lowest compared entry with this formula, charge and spin (eV): 1.762
Multiplicity: 1
Calculated total energy (hartree): -772.9240
Gap between HOMO and LUMO (Ha): 0.308
E_LUMO (eV): -0.061
SMILES: [O-]/C(=C1/C[NH2+]1)C(F)(F)F.O=C=O

Last column: natural (NBO) charge in e.
Positions of all 16 atoms, in Å:
C -0.9890 -1.8855 -0.5589  0.93
H 0.8511 0.9679 -2.1132  0.21
C -1.5159 1.4264 2.0132  1.07
H 1.0773 2.1608 0.1327  0.45
O -0.7340 2.0430 1.4284  -0.61
F 0.0072 -2.7898 -1.0045  -0.35
N 1.4279 1.1472 -0.0524  -0.55
C -0.3598 -0.7693 0.3124  0.35
H 2.4266 1.0612 0.4289  0.41
F -1.6133 -1.3812 -1.6841  -0.33
O -2.4063 1.0424 2.6163  -0.50
C 0.6984 -0.1260 -0.2470  -0.14
C 1.4234 0.4112 -1.3460  -0.20
F -1.8836 -2.6104 0.1618  -0.30
O -0.7605 -0.6300 1.4457  -0.65
H 2.3505 -0.0679 -1.5333  0.21

---

[2]
Here is C4H9NO2 in the gas phase in a non-equilibrium geometry from OMol25. Energies are from ωB97M-V/def2-TZVPD.

Results
ΔE to the lowest compared entry with this formula, charge and spin (eV): 3.324
Multiplicity: 1
Calculated total energy (hartree): -362.9634
Gap between HOMO and LUMO (Ha): 0.356
E_LUMO (eV): 0.759
SMILES: C=NCC(C)(O)O

Last column: natural (NBO) charge in e.
Positions of all 16 atoms, in Å:
H 1.3781 -1.0685 -0.8722  0.22
H -2.1306 -1.4142 0.0563  0.15
O 0.7658 1.1441 -1.7270  -0.81
C 0.8400 1.0989 0.8824  -0.68
H -1.7444 -2.5415 1.4925  0.17
H 1.8576 0.7059 0.9011  0.23
O -1.2454 0.9542 -0.3448  -0.68
C -1.3625 -1.8773 0.7012  -0.08
H 1.7304 1.1319 -1.6268  0.45
H 0.3370 0.8098 1.8099  0.24
C 0.3333 -0.7840 -0.7916  -0.25
H -0.3144 -1.1190 -1.5997  0.23
H -1.3115 1.8570 0.0000  0.48
N -0.1130 -1.6749 0.5876  -0.43
H 0.9004 2.1907 0.8449  0.22
C 0.0792 0.5870 -0.3138  0.53

---

[3]
Here is 2 unconnected molecules or ions with the total composition C4H14N2S in a non-equilibrium geometry from OMol25. Energies are from ωB97M-V/def2-TZVPD.

Results
Total charge: -1
ΔE to the lowest compared entry with this formula, charge and spin (eV): 0.202
Multiplicity: 2
Calculated total energy (hartree): -668.4309
Gap between HOMO and LUMO (alpha / beta) (Ha): 0.089 / 0.311
E_LUMO (alpha / beta) (eV): 3.553 / 3.517

Last column: natural (NBO) charge in e.
Positions of all 21 atoms, in Å:
N 0.3156 3.1367 0.0170  -0.83
S -0.2710 -1.7627 0.7871  -0.32
H -2.7768 0.5121 -0.5729  0.32
C -0.5963 2.0008 0.2407  -0.26
H 2.1096 -3.3104 0.4098  0.20
H -1.0953 -0.7731 0.1507  0.21
H -0.0913 1.1168 -1.6424  0.17
H 3.2960 -2.1448 -0.1986  0.19
H 1.1214 -1.5932 -1.1895  0.19
C 1.2635 -1.4100 -0.1218  -0.55
H 0.6751 3.4608 0.9109  0.34
C 2.4016 -2.2583 0.4193  -0.61
C -0.9899 1.4056 -1.0944  -0.49
H 1.1540 2.7936 -0.4474  0.34
N -1.8697 0.2478 -0.9581  -1.13
H -0.1440 1.2026 0.8413  0.17
H -1.4620 2.3662 0.7928  0.18
H 2.6362 -1.9966 1.4519  0.20
H -1.9894 -0.2822 -1.8221  0.31
H -1.4692 2.1729 -1.7174  0.17
H 1.5075 -0.3467 -0.0434  0.18

---

[4]
Here is a gas-phase ion, C5H6N (charge +1) in a non-equilibrium geometry from OMol25. Energies are from ωB97M-V/def2-TZVPD.

Results
Total charge: +1
ΔE to the lowest compared entry with this formula, charge and spin (eV): 3.086
Multiplicity: 3
Calculated total energy (hartree): -248.3458
Gap between HOMO and LUMO (alpha / beta) (Ha): 0.287 / 0.262
E_LUMO (alpha / beta) (eV): -4.713 / -8.271

Last column: Mulliken charge in e.
Positions of all 12 atoms, in Å:
H -0.1414 0.7437 0.8232  0.33
C -0.6418 0.2377 -0.0397  0.13
H 1.7741 -2.1729 0.5465  0.43
N 1.7689 -0.1535 0.1229  0.00
H -2.2165 1.4094 0.3297  0.29
H 1.8604 1.8800 -0.2691  0.33
C -0.0795 -1.1256 0.1106  -0.16
H -2.4705 0.7011 -1.2742  0.37
C -1.7874 0.8105 -0.4630  -0.75
C 1.2211 -1.2636 0.3864  -0.20
C 1.4851 0.8834 -0.3168  -0.16
H -0.7724 -1.9503 0.0437  0.38

---

[5]
Here is 5 unconnected molecules or ions with the total composition C27H54BrF4NO14P2 in a non-equilibrium geometry from OMol25. Energies are from ωB97M-V/def2-TZVPD.

Results
Multiplicity: 1
Calculated total energy (hartree): -5825.1983
Gap between HOMO and LUMO (Ha): 0.322
E_LUMO (eV): -0.006
SMILES: [H]/N=C(/C)CP(F)(CCCCCCCCCCOC)(P(O)Br)C(F)(F)F.COC(=O)OC.COC(=O)OC.COC(=O)OC.COC(=O)OC

Last column: Mulliken charge in e.
Positions of all 103 atoms, in Å:
C -0.9352 0.3197 2.3366  -0.45
C 5.0582 8.9225 -3.7839  -0.67
H 2.1934 -4.1340 2.3384  0.25
C -5.3982 -0.5310 -2.6017  0.63
C 0.0283 -0.9793 2.7053  -0.28
C 5.9940 7.3292 -2.3508  0.70
H -4.5949 0.0723 1.8348  0.09
H 2.6895 8.3437 -8.7438  0.28
H 3.2305 5.4264 0.3747  0.20
Br -4.2227 -8.5368 -0.4640  -0.26
C -4.7124 0.9924 2.5541  -0.31
H 2.3474 -8.6195 1.8263  0.26
H 1.3639 -6.4218 2.4550  -0.06
H 0.7873 -3.7296 0.3192  0.17
F -0.9864 -4.8327 -1.2196  -0.24
H -3.9500 -2.1978 -0.2138  0.19
O 1.9960 6.4486 -8.2321  -0.33
H -5.6969 1.0568 -4.6952  0.29
C 6.7763 5.6446 -0.9303  -0.69
H -0.8745 -3.3964 1.3074  -0.03
H 7.6629 5.4446 -1.5407  0.33
H 0.1669 -1.2534 0.4048  0.32
H 4.1306 9.1149 -4.3299  0.19
H 6.4437 4.7015 -0.4879  0.22
H -0.5245 -1.7830 3.3842  0.26
O 7.0404 7.9526 -2.2648  -0.55
C 2.6084 6.3341 -7.0267  0.76
F -3.2304 -5.3717 -0.6169  -0.14
H -2.7816 1.9869 1.6721  0.32
H -5.2228 -2.8166 -1.2834  0.36
C 0.6595 -1.7127 1.3739  -0.68
H 7.0121 6.3409 -0.1192  0.31
H -1.7893 -10.0050 2.0667  0.35
O -5.2810 0.4894 3.8179  -0.34
H 5.2253 9.7501 -3.0868  0.34
C -6.3915 1.1736 -3.8570  -0.63
H -1.7341 -5.0759 2.3966  0.58
O 2.9457 7.2580 -6.3030  -0.53
H -0.2467 1.2840 2.3899  0.08
O -4.0509 -6.4763 2.0369  -0.45
C 1.5863 -9.2166 2.5173  -0.93
P -3.0094 -7.7161 1.3070  0.04
N -0.8792 -10.0177 2.6033  -0.68
C 0.5415 -5.6455 2.8377  -0.27
H 2.5797 6.3228 1.7963  0.29
H 0.9454 -0.5574 3.3342  0.10
C -3.1937 1.6661 2.7441  -0.51
H 3.7980 1.2742 4.3951  0.19
C -2.1618 0.5350 3.4124  -0.42
H -6.4783 1.2662 5.4241  0.24
C 1.7491 7.7928 -8.6396  -0.60
O 2.2616 4.2654 1.8056  -0.25
C -1.9072 -5.9823 -0.8821  0.66
H -1.8138 0.9748 4.4435  0.22
H 0.9028 -3.5191 3.5900  0.20
O -5.5415 -1.3423 -3.5029  -0.55
H -7.3105 0.6051 -4.0320  0.29
F 0.4404 -6.2542 0.0755  -0.53
C 0.2941 -3.3439 1.3174  -0.05
H 1.9982 -10.2830 2.7783  0.36
H -6.6528 2.2320 -3.7720  0.22
H -3.6091 -2.3650 -1.9467  0.34
O -5.7764 0.7718 -2.6346  -0.30
F -1.9011 -6.8405 -2.1247  -0.24
H 0.5378 -5.7877 4.0235  0.40
C -0.3795 -8.6423 0.4321  -0.81
C -0.9804 -5.9981 2.3402  -1.23
H 5.8762 8.8537 -4.5084  0.31
H 0.5314 -8.5527 -0.3302  0.36
H 1.0815 8.2944 -7.9315  0.28
H 3.5042 3.6548 -5.4153  0.24
C 3.4182 4.7399 -5.5198  -0.59
C -5.9973 1.6286 4.4144  -0.57
P -1.1077 -6.8470 0.6363  0.74
H -1.4123 -6.7788 3.1338  0.59
H -2.8272 -0.4429 3.5391  0.26
C 0.0712 -9.3031 1.8647  0.54
C -4.3840 -2.1166 -1.2141  -0.72
C 3.3484 3.9019 2.5323  0.72
O 4.3948 4.5253 2.6183  -0.56
H -3.2730 2.6168 3.4585  0.23
C 2.4126 5.4952 1.0992  -0.53
H -5.4111 1.7725 2.0009  0.32
O 2.7806 5.0137 -6.7658  -0.31
H 1.2569 7.7653 -9.6157  0.22
H 1.4558 -8.6463 3.5533  0.21
C 1.0233 -4.1017 2.5722  -0.56
O 5.7148 6.1520 -1.7364  -0.25
H -1.1827 -9.3092 -0.1127  0.48
O 4.9072 7.6927 -3.0775  -0.23
H 4.4255 5.1686 -5.4992  0.26
O -4.8329 -0.7746 -1.3924  -0.14
O 3.0691 2.7247 3.1467  -0.22
H 1.8249 -1.6466 1.2868  0.35
H -6.8707 1.9758 3.6999  0.25
H -5.2668 2.5104 4.6600  0.22
H 2.8175 5.1194 -4.6870  0.29
C 4.1307 2.2173 3.9528  -0.66
H -1.3913 0.2797 1.2593  0.23
H -4.7332 -6.9092 2.6316  0.31
H 5.0173 2.0173 3.3424  0.32
H 1.4850 5.6876 0.5532  0.21
H 4.3665 2.9136 4.7639  0.30

---

[6]
Here is a molecular structure, C12H28ClO3P2W in a non-equilibrium geometry from OMol25. Energies are from ωB97M-V/def2-TZVPD.

Results
Total charge: +3
ΔE to the lowest compared entry with this formula, charge and spin (eV): 0.000
Multiplicity: 3
Calculated total energy (hartree): -1908.6772
Gap between HOMO and LUMO (alpha / beta) (Ha): 0.252 / 0.290
E_LUMO (alpha / beta) (eV): -11.238 / -11.493

Last column: natural (NBO) charge in e.
Positions of all 47 atoms, in Å:
H -2.1461 -1.4018 2.8665  0.20
C 0.7344 -0.0666 -5.1952  -0.84
H 1.6273 -3.9155 1.0488  0.30
H -1.3684 -2.7179 1.7642  0.29
C -1.7539 -0.5155 3.3857  -0.63
H -1.6555 3.9401 0.3835  0.31
C -0.3308 -0.1593 3.0073  0.09
H 0.1229 0.8674 -5.2174  0.36
H 1.1471 -0.3058 -6.2065  0.37
H 2.1235 2.4765 0.3222  0.27
C -0.0812 2.9733 -2.0995  -0.95
H 0.1194 -0.9284 -4.8385  0.35
H -1.0563 2.8834 -2.5903  0.28
H -0.4627 1.8945 3.5789  0.21
H 1.2851 -2.4882 2.0786  0.28
C 1.5220 -2.8206 1.0590  -0.95
O -0.2785 0.1593 1.6236  -0.70
H -2.4448 0.3027 3.1204  0.22
H 0.3362 -1.0073 3.2128  0.18
H 1.2009 4.0116 0.3730  0.29
C -1.6674 2.8400 0.3882  -0.97
H 1.1840 1.3269 3.2861  0.21
C 0.4295 -3.2108 -1.6507  -0.96
C 0.2271 1.0525 3.7292  -0.62
C 1.1939 -0.0387 -0.6445  0.44
H 0.9521 2.7648 1.6312  0.29
H -1.6918 2.4952 1.4344  0.29
H -1.2861 -4.0961 0.6275  0.31
H 0.1983 4.0326 -2.0199  0.30
Cl -2.3783 -0.4180 -1.8376  -0.24
H 0.6748 2.4496 -2.7015  0.23
O 2.3739 0.0439 -0.7367  -0.43
P 0.1752 -2.3657 -0.0715  1.24
H -2.2287 -2.6383 0.1692  0.28
O 2.5866 0.2599 -3.4395  -0.23
P -0.1778 2.2393 -0.4426  1.23
H -2.5556 2.4903 -0.1530  0.27
H -1.8586 -0.6926 4.4594  0.27
H -0.4269 -3.0302 -2.3121  0.27
C 1.8402 0.1336 -4.3230  0.99
C 1.1565 2.9306 0.5673  -0.95
H 0.3844 0.8926 4.7990  0.27
H 2.4674 -2.3544 0.7448  0.28
H 1.3433 -2.8416 -2.1398  0.26
W -0.7445 -0.1595 -0.2898  0.75
H 0.5231 -4.2884 -1.4529  0.30
C -1.3352 -2.9992 0.7016  -0.98